# 1
Formula: C3H8N3S
Source: OMol25
Level of theory: ωB97M-V/def2-TZVPD

Each line ends with the Löwdin charge.
Positions of all 15 atoms, in Å:
H1 -1.777 -0.926 0.326  0.16
H2 -2.118 1.743 1.422  0.13
C1 -0.816 -0.401 0.115  -0.49
N1 0.381 -1.204 0.126  0.10
H3 0.312 0.976 1.023  0.12
H4 0.940 -0.749 -2.749  0.08
N2 -1.456 1.127 2.006  0.05
C2 1.363 -0.937 -0.695  0.01
N3 -0.588 0.568 1.094  -0.17
C3 0.961 -0.148 -1.881  -0.39
S1 -0.784 0.437 -1.649  0.91
H5 1.634 0.714 -2.038  0.11
H6 -0.843 1.746 2.459  0.08
H7 2.370 -1.237 -0.507  0.15
H8 0.421 -1.708 0.949  0.15

Calculated values
- M: 118.2 g/mol
- HOMO energy: -0.460 Eh
- Charge: +1
- Orbital gap: 7.324 eV

# 2
Formula: C3H8N3S2
Source: OMol25
Level of theory: ωB97M-V/def2-TZVPD

Each line ends with the Löwdin spin population.
Positions of all 16 atoms, in Å:
C1 0.595 1.142 0.719  0.02
S1 -2.021 1.413 -0.223  0.53
H1 1.162 0.842 -1.378  0.00
C2 1.675 1.017 -0.469  0.00
H2 1.330 -1.428 0.183  0.00
H3 -2.284 -2.237 -0.360  0.01
H4 0.428 2.258 0.874  0.00
N1 -2.136 -1.185 -0.577  0.22
H5 2.113 1.956 -0.636  0.00
N2 -0.538 0.519 0.161  0.06
H6 0.695 0.741 1.790  0.00
H7 0.140 -2.709 -0.242  0.00
N3 0.350 -1.677 0.030  0.04
H8 2.312 0.226 -0.139  0.00
S2 -3.255 -0.128 0.286  1.01
C3 -0.565 -0.749 -0.019  0.10

Calculated values
- 2S+1: 3
- <S²>: 2.01
- M: 150.3 g/mol
- HOMO energy (alpha / beta): -0.366 / -0.511 Eh
- Charge: +1
- Orbital gap (alpha / beta): 5.947 / 7.325 eV

# 3
Formula: C3H8N4
Source: OMol25
Level of theory: ωB97M-V/def2-TZVPD

Each line ends with the Löwdin charge.
Positions of all 15 atoms, in Å:
H1 -2.491 -1.945 0.320  0.11
H2 1.379 1.155 0.721  0.11
H3 -1.099 -2.262 -0.763  0.10
H4 3.224 0.384 0.781  0.05
N1 2.749 -0.137 0.022  0.07
C1 -0.821 -0.245 -0.084  -0.45
H5 -1.466 2.828 -0.188  0.13
C2 -1.382 -1.574 0.155  -0.07
C3 1.556 0.290 0.105  -0.34
H6 -0.885 -1.947 1.128  0.10
H7 0.940 -1.210 -0.927  0.14
N2 0.528 -0.311 -0.608  0.05
N3 -1.462 0.846 0.026  -0.03
H8 -0.002 2.131 -0.708  0.10
N4 -0.769 1.997 0.020  -0.06

Calculated values
- M: 100.1 g/mol
- HOMO energy: -0.315 Eh
- Orbital gap: 9.566 eV

# 4
Formula: C3H8N4
Source: OMol25
Level of theory: ωB97M-V/def2-TZVPD

Each line ends with the Löwdin charge.
Positions of all 15 atoms, in Å:
H1 -1.896 -1.135 0.873  0.07
H2 -3.046 0.055 0.731  0.09
H3 2.498 -0.907 0.731  0.07
N1 -2.064 -0.137 0.887  0.09
N2 0.191 0.724 0.482  0.11
C1 2.176 -0.932 -0.314  -0.07
H4 0.616 1.610 0.217  0.11
C2 0.717 -0.690 -0.403  -0.45
C3 -1.305 0.558 -0.060  -0.55
H5 0.237 0.616 1.495  0.11
N3 -0.279 -1.149 -0.926  0.09
H6 -1.165 2.020 -1.312  0.04
H7 2.410 -1.908 -0.737  0.08
N4 -1.825 1.436 -0.812  0.12
H8 2.735 -0.161 -0.854  0.08

Calculated values
- M: 100.1 g/mol
- HOMO energy: -0.299 Eh
- Orbital gap: 8.698 eV

# 5
Formula: C3H8N4
Source: OMol25
Level of theory: ωB97M-V/def2-TZVPD

Each line ends with the Löwdin charge.
Positions of all 15 atoms, in Å:
N1 0.160 -0.486 -1.205  0.03
H1 -1.120 -1.780 -2.881  0.06
H2 2.103 1.480 0.385  0.07
N2 -0.039 0.634 2.144  -0.02
C1 0.537 0.190 -0.155  -0.33
C2 1.971 0.421 0.256  -0.04
H3 -1.371 0.347 0.663  0.05
H4 2.783 0.069 -0.444  0.09
H5 -0.468 -0.050 2.787  0.10
N3 -1.270 -0.540 -1.318  -0.10
H6 2.065 -0.111 1.222  0.07
H7 -0.211 1.562 2.480  0.07
C3 -1.788 -1.184 -2.271  -0.06
N4 -0.472 0.596 0.834  -0.06
H8 -2.881 -1.148 -2.498  0.08

Calculated values
- M: 100.1 g/mol
- HOMO energy: -0.315 Eh
- Orbital gap: 9.666 eV

# 6
Formula: C3H8N4
Source: OMol25
Level of theory: ωB97M-V/def2-TZVPD

Each line ends with the Löwdin charge.
Positions of all 15 atoms, in Å:
H1 -2.798 -1.087 1.075  0.05
N1 -2.093 -0.578 0.631  0.18
C1 1.299 -1.439 -0.309  -0.13
H2 1.833 -2.384 0.063  0.11
H3 0.850 1.900 1.474  0.03
H4 0.303 -1.473 -0.673  0.04
H5 1.991 -1.321 -1.107  0.05
N2 -1.926 0.964 -1.211  0.14
C2 0.639 0.934 -0.060  -0.36
H6 0.250 0.872 -1.058  0.09
N3 1.301 -0.226 0.529  -0.07
N4 0.601 2.019 0.514  0.08
H7 1.482 -0.345 1.555  0.14
C3 -2.107 0.263 -0.243  -0.40
H8 -1.625 1.900 -1.181  0.06

Calculated values
- M: 100.1 g/mol
- HOMO energy: -0.319 Eh
- Orbital gap: 9.676 eV

# 7
Formula: C3H8N4
Source: OMol25
Level of theory: ωB97M-V/def2-TZVPD

Each line ends with the Löwdin charge.
Positions of all 15 atoms, in Å:
C1 0.174 0.366 0.602  -0.17
N1 -3.123 -0.457 -0.424  -0.10
H1 2.172 1.150 -0.480  0.02
H2 0.758 1.044 1.229  0.12
H3 0.283 -1.071 -0.881  0.15
H4 -1.654 0.430 1.598  0.07
N2 -3.580 0.502 0.251  0.02
H5 -1.308 -1.275 -0.697  0.10
N3 0.890 -0.306 -0.377  -0.10
H6 2.783 -0.153 -1.394  0.07
H7 -4.570 0.652 0.225  0.03
H8 1.645 0.923 -2.019  0.08
C2 -1.086 0.015 0.818  -0.13
N4 -1.901 -0.736 -0.095  -0.07
C3 1.936 0.415 -1.102  -0.09

Calculated values
- M: 100.1 g/mol
- HOMO energy: -0.286 Eh
- Orbital gap: 8.779 eV

# 8
Formula: C3H8N4O
Source: OMol25
Level of theory: ωB97M-V/def2-TZVPD

Each line ends with the Löwdin charge.
Positions of all 16 atoms, in Å:
O1 2.406 -2.231 -1.388  0.02
N1 1.611 -0.107 -1.148  0.04
H1 0.762 0.486 1.213  0.16
C1 -1.677 1.307 1.817  -0.23
N2 0.139 -1.835 -1.093  0.10
H2 -0.861 1.201 2.619  0.08
N3 0.539 0.768 -0.889  -0.04
H3 -2.090 2.379 1.760  0.09
H4 -0.754 -1.111 -1.131  0.17
C2 -0.020 0.705 0.401  -0.24
H5 2.424 0.317 -1.420  0.11
H6 -2.683 0.735 2.221  0.11
N4 -1.295 0.824 0.585  -0.07
H7 0.195 -2.833 -0.600  0.17
H8 -0.145 0.860 -1.718  0.17
C3 1.450 -1.466 -1.228  -0.65

Calculated values
- M: 116.1 g/mol
- HOMO energy: -0.346 Eh
- Orbital gap: 10.256 eV

# 9
Formula: C3H8N4O
Source: OMol25
Level of theory: ωB97M-V/def2-TZVPD

Each line ends with the Löwdin charge.
Positions of all 16 atoms, in Å:
C1 0.175 1.938 0.109  -0.09
O1 0.116 -0.366 0.988  -0.20
N1 -2.629 0.146 -0.023  0.09
H1 0.311 2.350 -1.034  0.10
N2 2.067 0.082 -0.220  -0.06
H2 -1.043 1.740 0.421  0.12
N3 2.280 -1.216 -0.086  -0.05
H3 -2.520 -1.841 -0.473  0.11
C2 -2.008 -0.930 -0.162  -0.30
H4 -3.587 -0.004 -0.335  0.05
H5 0.887 2.875 0.719  0.15
H6 0.187 -1.431 -0.557  0.22
C3 0.884 0.605 0.148  -0.33
H7 2.498 -1.552 0.918  0.15
H8 3.078 -1.153 -0.734  0.10
N4 -0.698 -1.244 0.321  -0.06

Calculated values
- M: 116.1 g/mol
- HOMO energy: -0.322 Eh
- Orbital gap: 9.557 eV

# 10
Formula: C3H8N4O
Source: OMol25
Level of theory: ωB97M-V/def2-TZVPD

Each line ends with the Löwdin charge.
Positions of all 16 atoms, in Å:
H1 -2.782 -0.724 1.359  0.07
H2 1.832 0.893 0.870  0.10
N1 -1.311 -1.058 -0.024  -0.02
C1 1.916 0.485 -0.137  -0.22
C2 -0.560 -0.034 0.199  -0.38
H3 -0.150 1.750 1.088  0.10
N2 -2.288 -1.455 0.850  0.01
H4 2.672 -0.313 -0.125  0.12
H5 -2.930 -2.074 0.372  0.08
N3 0.646 -0.594 -1.859  0.15
H6 -1.457 0.867 1.800  0.08
H7 -0.149 -1.179 -2.103  0.05
C3 0.607 -0.167 -0.666  -0.30
H8 2.263 1.194 -1.884  0.08
O1 2.309 1.536 -0.980  -0.07
N4 -0.619 0.872 1.239  0.14

Calculated values
- M: 116.1 g/mol
- HOMO energy: -0.307 Eh
- Orbital gap: 9.041 eV

# 11
Formula: C3H8N4O
Source: OMol25
Level of theory: ωB97M-V/def2-TZVPD

Each line ends with the Löwdin charge.
Positions of all 16 atoms, in Å:
C1 1.152 -0.475 -0.021  -0.47
C2 1.347 -1.304 1.223  0.00
N1 -1.121 -0.508 -1.925  -0.03
H1 0.450 -1.314 1.839  0.08
C3 -0.726 0.874 -0.058  -0.50
N2 0.592 0.844 0.246  0.13
H2 -1.801 -1.223 -2.140  0.05
O1 1.655 -0.745 -1.089  0.08
H3 -0.189 -0.880 -2.130  0.04
H4 2.180 -0.896 1.804  0.09
N3 -1.242 -0.240 -0.535  -0.07
H5 -2.432 1.928 0.017  0.11
H6 1.616 -2.320 0.938  0.08
N4 -1.489 1.913 0.368  0.17
H7 1.096 1.599 0.693  0.14
H8 -1.089 2.747 0.770  0.10

Calculated values
- M: 116.1 g/mol
- HOMO energy (alpha / beta): -0.262 / -0.262 Eh
- Orbital gap (alpha / beta): 7.695 / 7.695 eV

# 12
Formula: C3H8N4O
Source: OMol25
Level of theory: ωB97M-V/def2-TZVPD

Each line ends with the Löwdin charge.
Positions of all 16 atoms, in Å:
H1 2.762 -0.566 -0.030  0.11
N1 0.860 -1.092 -0.702  -0.04
H2 2.149 1.403 0.927  0.09
N2 0.580 1.435 -0.386  -0.06
N3 -0.783 1.034 -0.573  0.05
H3 1.701 -1.218 1.220  0.11
C1 -1.289 -0.133 -0.006  -0.54
C2 1.745 -0.562 0.344  -0.21
H4 1.132 -1.993 -1.039  0.11
H5 1.054 1.134 -1.221  0.10
H6 -0.603 -2.018 0.507  0.15
C3 1.277 0.847 0.740  -0.19
N4 -0.436 -1.201 -0.072  0.05
H7 -1.372 1.821 -0.327  0.13
H8 0.674 0.769 1.649  0.12
O1 -2.429 -0.184 0.497  0.02

Calculated values
- M: 116.1 g/mol
- HOMO energy: -0.345 Eh
- Orbital gap: 10.119 eV

Look up the M of the first one. 118.2 g/mol

Which of these has the highest M? C3H8N3S2

Which value of M does entry 6 give? 100.1 g/mol